No. 1
C5H6N | ωB97M-V/def2-TZVPD

Structure (XYZ):
```
12
C5H6N (ωB97M-V/def2-TZVPD)
H 2.412 -0.553 -0.232
C -1.547 0.848 -0.105
C 0.545 0.102 0.168
H -0.069 -2.141 0.189
H -2.472 1.422 -0.161
H -2.875 -1.620 0.178
C -1.569 -0.667 -0.148
H 2.367 0.923 0.705
N -0.327 1.217 0.085
H 1.970 1.154 -0.765
C -0.336 -1.081 0.122
C 1.901 0.396 -0.036
```

The molar mass comes out at 80.11 g/mol. As for the charge: +1. For the LUMO energy (alpha / beta), the calculation gives -8.025 / -8.025 eV. Its HOMO energy (alpha / beta) is -15.638 / -15.639 eV.



No. 2
C6H10N | ωB97M-V/def2-TZVPD

Structure (XYZ):
```
17
C6H10N (ωB97M-V/def2-TZVPD)
H -0.047 2.254 0.838
H -0.382 2.236 -0.866
C -1.585 0.902 0.228
H -1.100 -2.110 1.034
C 2.597 -0.556 -0.169
C 1.824 0.493 -0.248
H 2.033 1.564 -0.529
H 2.269 -1.459 0.208
H -2.275 1.017 -0.612
C -0.946 -1.727 -0.012
H -1.860 -1.899 -0.536
N -0.772 -0.274 0.090
H -0.127 -2.272 -0.520
H -2.162 1.068 1.218
C -0.372 1.725 -0.003
C 0.357 0.452 -0.078
H 3.736 -0.408 -0.202
```

The molar mass comes out at 96.15 g/mol. As for the charge: +1. For the LUMO energy, the calculation gives -4.924 eV. Its HOMO energy is -14.902 eV.



No. 3
C27H51BBr21NO4P | ωB97M-V/def2-TZVPD

Structure (XYZ):
```
106
C27H51BBr21NO4P (ωB97M-V/def2-TZVPD)
Br -6.485 -3.084 5.098
H -1.150 0.494 -6.258
C 0.761 2.598 -0.191
H 2.991 -0.340 -1.742
C -3.269 0.498 1.874
Br -1.207 -0.099 10.007
H -2.260 1.619 4.408
C -0.444 2.590 -1.148
Br 2.826 3.315 -6.147
H 0.554 3.373 0.565
H 3.139 6.038 -2.615
C -6.782 -2.909 3.202
H -1.648 2.875 0.598
H -4.039 1.920 4.518
Br -1.096 -1.914 -5.687
O 5.517 -0.519 -3.753
H 3.929 1.327 -3.525
H -4.181 0.235 1.340
O 4.844 6.928 -1.049
H 5.072 4.140 -6.770
H 1.248 4.845 -2.093
Br 3.979 6.291 -6.228
C 5.484 -4.412 -1.001
H 3.122 2.963 -0.176
C 2.352 2.091 -2.294
C -4.230 -6.785 -0.415
C -1.832 2.579 -0.432
C 4.395 4.423 -5.977
H 0.145 -2.026 9.248
Br 1.255 0.240 -5.743
C 2.015 4.640 -1.337
H -2.471 3.297 -0.951
H 7.602 -0.668 -3.676
C -3.138 1.317 6.363
H -5.247 -6.791 -0.050
H 1.667 1.237 -2.330
Br -7.724 -7.485 5.762
C 6.822 -0.020 -4.068
H 3.990 4.773 0.773
H -4.603 -0.380 4.544
C -2.114 0.405 0.853
O 6.489 -0.536 -1.402
Br -1.232 0.648 -3.793
H -3.268 1.528 2.230
H -3.017 -0.811 5.098
N 3.884 5.777 0.640
H 1.709 5.164 -0.425
H -0.387 1.644 -1.695
C 3.328 5.307 -1.826
H 7.005 0.976 -3.665
H 3.873 -3.113 -0.535
C 4.907 -2.993 -0.857
H 4.700 -5.164 -0.971
H 6.248 -4.627 -0.258
C 4.081 6.077 -0.758
H 7.713 0.643 -5.951
H 0.868 1.623 0.298
C -3.208 1.286 4.826
C -7.548 -6.783 7.548
H 2.183 2.682 -3.203
Br -3.984 -8.407 -1.428
H 2.955 6.047 0.940
C 3.783 1.498 -2.456
Br -5.719 -6.342 7.963
Br -5.650 -4.100 2.194
Br -6.598 -1.089 2.605
H -3.054 2.329 6.753
H 4.536 2.233 -2.173
P 5.293 -0.850 -2.189
C 6.904 0.014 -5.596
Br -6.571 -4.789 -4.588
Br 5.304 4.117 -4.309
H 5.940 -4.500 -1.984
Br -6.739 -2.235 -2.677
Br -2.080 -2.734 8.432
Br -4.008 -5.216 -1.509
O 4.880 -2.403 -2.171
H 5.927 0.346 -5.943
C -3.537 -0.150 4.394
H -1.994 -0.873 3.015
H 5.475 -2.415 -0.136
H 4.026 4.577 -2.256
B 2.173 3.044 -0.957
H -7.851 -7.565 8.230
Br -3.068 -6.704 1.120
Br 0.041 -0.736 7.144
C -0.631 -0.049 -5.482
H -3.556 1.307 -0.435
Br -8.723 -5.285 7.841
C 3.922 0.219 -1.628
H -2.139 0.569 -1.281
H -4.032 0.834 6.760
H -1.939 -0.662 0.689
H -1.202 0.832 1.265
H -2.279 0.715 6.649
C -3.031 -0.544 2.982
H -7.806 -3.198 3.012
C -6.135 -2.919 -4.376
H 6.999 -1.018 -5.934
H 4.080 0.474 -0.586
C -2.470 1.178 -0.445
H -6.673 -2.382 -5.145
H -0.377 3.373 -1.902
H -3.599 -1.431 2.683
Br -4.257 -2.578 -4.657
C -0.657 -1.478 8.776
```

The molar mass comes out at 2173.48 g/mol. As for the charge: -1. For the LUMO energy, the calculation gives 0.817 eV. Its HOMO energy is -5.141 eV.



No. 4
C2H4MgO3 | ωB97M-V/def2-TZVPD

Structure (XYZ):
```
10
C2H4MgO3 (ωB97M-V/def2-TZVPD)
H -0.508 -1.249 1.147
H 0.399 2.294 0.446
Mg 2.775 0.433 -0.070
O -0.716 1.600 0.441
O -0.136 -0.362 -0.747
O 1.029 1.466 -0.559
H -1.774 -1.341 -0.050
H -0.260 -2.340 -0.268
C -0.119 0.895 -0.418
C -0.690 -1.395 0.078
```

As for the spin multiplicity: 2. The molar mass comes out at 100.36 g/mol. As for the charge: +1. For the LUMO energy (alpha / beta), the calculation gives -4.343 / -5.695 eV. The expectation value of S² is 0.751. Its HOMO energy (alpha / beta) is -12.201 / -16.129 eV.



No. 5
C3H12O2S2 | ωB97M-V/def2-TZVPD

Structure (XYZ):
```
19
C3H12O2S2 (ωB97M-V/def2-TZVPD)
H 0.608 1.399 -0.057
H 2.266 -1.114 -0.331
H 3.390 0.966 -0.997
H -3.082 0.712 -0.806
O 0.004 -3.909 5.616
H -4.438 1.302 -4.054
H -5.837 1.450 -4.603
H 4.106 0.480 0.466
H 1.758 -0.425 1.144
C 0.770 0.430 -0.545
C 2.010 -0.151 0.121
C 3.159 0.849 0.078
O -4.939 1.776 -4.730
S -0.699 -0.621 -0.477
H 0.905 0.735 -1.589
H 2.855 1.876 0.247
H -0.625 -3.235 5.904
H -0.081 -3.777 4.661
S -2.130 1.257 -0.047
```

As for the spin multiplicity: 2. The molar mass comes out at 144.26 g/mol. As for the charge: -1. For the LUMO energy (alpha / beta), the calculation gives 3.057 / 3.039 eV. The expectation value of S² is 0.754. Its HOMO energy (alpha / beta) is -1.198 / -3.063 eV.